Below is an isolated ion of composition C4H4NO and charge +1 at a distorted geometry, with properties calculated with ωB97M-V/def2-TZVPD.

* gap between HOMO and LUMO: 8.41 eV
* total charge: +1
* energy: -284.35638 a.u.
* largest force on an atom: 5.50 eV Å⁻¹
* lowest unoccupied orbital energy: -7.22 eV
* molar mass: 82.082 g mol⁻¹
* relative energy (zero: lowest compared OMol25 entry of this formula, charge and spin): 261.72 kJ/mol

Geometry (Å):
C (0.05, -0.35, -0.64)
C (-0.43, -0.05, 0.67)
C (1.03, 0.37, -1.28)
C (0.05, 0.95, 1.40)
N (1.62, 1.42, -0.71)
O (1.40, 1.86, 0.38)
H (-0.39, -1.20, -1.14)
H (-1.20, -0.68, 1.10)
H (1.38, 0.15, -2.28)
H (-0.04, 1.44, 2.34)

So, what does the natural (NBO) scheme give us? The charges, in e, come out as: C 0.01; C -0.34; C -0.11; C 0.26; N 0.20; O -0.13; H 0.27; H 0.30; H 0.27; H 0.27